(1)
{
  "formula": "C13H32BN3O8P",
  "method": "ωB97M-V/def2-TZVPD",
  "homo_ev": -12.16,
  "molar_mass_da": 400.20,
  "homo_lumo_gap_ev": 8.9,
  "energy_ev": -44811.62541,
  "total_charge": 1,
  "symbols": ["C", "N", "C", "C", "C", "C", "P", "C", "O", "C", "B", "N", "O", "N", "H", "H", "H", "H", "H", "H", "H", "H", "H", "H", "H", "H", "H", "H", "H", "H", "H", "H", "H", "H", "C", "O", "C", "O", "O", "C", "H", "H", "H", "H", "H", "H", "C", "O", "C", "O", "O", "C", "H", "H", "H", "H", "H", "H"],
  "coordinates": [[-1.223, -4.258, -2.042], [-0.755, -3.050, -2.744], [0.604, -2.733, -2.280], [0.739, -1.372, -1.653], [2.075, -1.125, -0.947], [2.069, 0.430, -0.681], [1.662, 0.746, 1.118], [2.863, -0.252, 2.027], [0.296, -0.179, 1.326], [0.968, 0.960, -1.621], [1.112, 2.442, -2.209], [1.545, 2.757, -3.531], [0.806, 3.471, -1.362], [0.728, -0.188, -2.578], [-2.136, -4.640, -2.493], [-0.487, -5.056, -2.120], [-1.392, -4.062, -0.979], [-1.378, -2.318, -2.421], [0.849, -3.421, -1.465], [1.345, -2.917, -3.062], [-0.126, -1.213, -1.011], [2.856, -1.428, -1.643], [2.001, -1.747, -0.060], [3.055, 0.765, -0.998], [3.656, 0.383, 2.411], [3.290, -1.078, 1.460], [2.322, -0.683, 2.870], [-0.444, 0.308, 0.959], [0.051, 0.997, -1.025], [1.395, 2.014, -4.204], [1.049, 3.566, -3.893], [0.872, 3.159, -0.449], [1.503, -0.262, -3.240], [-0.104, -0.014, -3.144], [-1.828, -3.562, 2.529], [-2.163, -4.849, 2.005], [-1.826, -5.870, 2.802], [-1.280, -5.768, 3.868], [-2.194, -6.997, 2.208], [-1.897, -8.184, 2.956], [-2.160, -2.833, 1.793], [-2.348, -3.382, 3.467], [-0.753, -3.468, 2.674], [-2.418, -8.174, 3.910], [-0.825, -8.276, 3.117], [-2.250, -9.015, 2.355], [-0.905, 5.963, -1.037], [-1.577, 6.634, 0.031], [-0.817, 7.526, 0.671], [0.333, 7.772, 0.418], [-1.547, 8.083, 1.630], [-0.853, 9.070, 2.402], [-1.624, 5.270, -1.467], [-0.593, 6.678, -1.797], [-0.048, 5.424, -0.665], [-0.528, 9.893, 1.769], [0.003, 8.629, 2.909], [-1.566, 9.433, 3.136]],
  "mulliken_charge": [-1.013, -0.400, -0.762, 0.131, -1.667, 0.790, 0.153, -1.123, -0.476, -1.237, 0.339, -0.434, -0.489, -0.149, 0.321, 0.362, 0.378, 0.267, 0.478, 0.351, 0.298, 0.312, 0.491, 0.660, 0.390, 0.375, 0.350, 0.288, 0.283, 0.234, 0.272, 0.267, 0.465, 0.462, -0.708, -0.305, 0.767, -0.529, -0.318, -0.634, 0.171, 0.424, 0.306, 0.302, 0.299, 0.219, -0.563, -0.337, 0.781, -0.541, -0.321, -0.624, 0.208, 0.333, 0.293, 0.296, 0.297, 0.217]
}

(2)
{
  "formula": "C2H4NO2",
  "method": "ωB97M-V/def2-TZVPD",
  "homo_ev": -17.26,
  "molar_mass_da": 74.06,
  "homo_lumo_gap_ev": 10.6,
  "energy_ev": -7712.34678,
  "total_charge": 1,
  "symbols": ["C", "C", "N", "O", "O", "H", "H", "H", "H"],
  "coordinates": [[-0.185, -0.153, -0.272], [0.165, 1.097, -0.854], [-0.242, -1.837, 1.260], [-0.072, -2.124, 2.329], [-0.024, -0.275, 0.937], [-0.534, -1.089, -0.692], [-0.125, 1.379, -1.952], [1.282, 1.089, -0.570], [-0.264, 1.913, -0.185]],
  "mulliken_charge": [0.228, -0.817, 0.357, -0.046, -0.208, 0.523, 0.333, 0.298, 0.331]
}

(3)
{
  "formula": "C5H26NO9",
  "method": "ωB97M-V/def2-TZVPD",
  "homo_ev": -5.46,
  "molar_mass_da": 244.26,
  "homo_lumo_gap_ev": 8.3,
  "energy_ev": -25522.98391,
  "total_charge": -1,
  "symbols": ["C", "C", "C", "C", "O", "N", "C", "O", "H", "H", "H", "H", "H", "H", "H", "H", "H", "H", "H", "H", "H", "H", "O", "H", "H", "O", "H", "H", "O", "H", "H", "O", "H", "H", "O", "H", "H", "O", "H", "H", "O"],
  "coordinates": [[-0.965, -2.855, 0.211], [-0.752, -1.452, -0.342], [-0.734, -0.451, 0.781], [-1.842, -0.539, 1.846], [0.556, -0.535, 1.543], [0.515, -1.438, -1.087], [0.737, -0.115, -1.843], [-0.424, 0.103, -2.688], [-1.984, -2.938, 0.530], [-0.696, -3.594, -0.689], [-0.444, -3.171, 0.991], [-1.550, -1.251, -1.165], [-0.675, 0.610, 0.368], [-1.871, -1.394, 2.370], [-1.667, 0.505, 2.144], [-2.879, -0.727, 1.403], [1.322, -0.701, 1.014], [0.729, -2.139, -1.726], [1.432, -0.431, -2.580], [0.829, 0.754, -1.219], [-1.443, -3.316, 3.570], [-0.045, -3.577, 3.383], [-0.796, -3.963, 3.678], [-1.039, 1.260, -2.673], [-2.300, 2.546, -3.042], [-1.372, 2.435, -2.713], [2.889, 2.983, -3.091], [1.497, 2.667, -2.652], [2.349, 3.087, -2.285], [-0.153, 2.450, -3.895], [0.486, 1.031, -4.122], [0.638, 1.957, -4.298], [0.228, 0.385, 3.043], [1.372, 1.523, 2.965], [0.833, 0.929, 3.596], [-0.618, 3.574, 0.106], [-1.151, 4.649, 1.123], [-0.390, 4.348, 0.609], [1.080, -1.769, 2.504], [2.014, -2.864, 2.320], [1.402, -2.677, 2.897]],
  "mulliken_charge": [-1.484, 1.029, 0.247, -1.635, -0.674, -0.484, -0.452, -0.926, 0.318, 0.301, 0.409, 0.201, -0.009, 0.221, 0.578, 0.327, 0.350, 0.312, 0.349, 0.223, 0.293, 0.355, -0.630, 0.456, 0.197, -0.854, 0.289, 0.433, -0.714, 0.479, 0.327, -0.804, 0.350, 0.321, -0.685, 0.332, 0.295, -0.635, 0.475, 0.246, -0.727]
}